Entry 1:
This record from OMol25 describes 2 unconnected molecules or ions with the total composition C12H16N2 at a distorted geometry. The level of theory is ωB97M-V/def2-TZVPD.

```
30
Properties=species:S:1:pos:R:3
C -1.812 -0.635 0.369
C -3.009 -0.408 1.366
C -0.460 -0.913 0.961
C -0.130 -0.159 2.094
C 0.367 -1.923 0.501
C 1.155 -0.197 2.601
C 1.653 -1.979 1.067
C 2.058 -1.113 2.076
H -2.170 -1.273 -0.456
H -1.795 0.231 -0.308
H -2.736 -0.516 2.403
H -0.921 0.319 2.643
H 0.084 -2.538 -0.340
H 1.475 0.509 3.358
H 2.274 -2.818 0.771
H 3.090 -1.268 2.363
H -3.786 -1.135 1.144
H -3.381 0.586 1.130
C 1.833 1.775 -0.535
C -0.348 1.698 -1.986
C 0.904 1.341 -1.620
C 0.493 0.259 -3.441
N -0.649 1.003 -3.160
N 1.395 0.412 -2.540
H -1.122 2.342 -1.611
H -1.218 1.376 -3.908
H 2.343 0.903 -0.127
H 1.318 2.233 0.307
H 0.469 -0.519 -4.185
H 2.625 2.405 -0.939
```

Values from the calculation:
- E_LUMO: 0.86 eV
- Net charge: 0
- Frontier orbital gap: 9.51 eV
- HOMO: -8.652 eV
- DFT total energy: -15683.016 eV
- SMILES string: Cc1c[nH]cn1.CCc1ccccc1

The Mulliken scheme yields these atomic charges, measured in e: atom 1 (C): -0.265, atom 2 (C): -1.316, atom 3 (C): 0.965, atom 4 (C): -0.581, atom 5 (C): -0.423, atom 6 (C): -0.537, atom 7 (C): -0.294, atom 8 (C): -0.608, atom 9 (H): 0.445, atom 10 (H): -0.242, atom 11 (H): 0.399, atom 12 (H): 0.301, atom 13 (H): 0.409, atom 14 (H): 0.369, atom 15 (H): 0.351, atom 16 (H): 0.373, atom 17 (H): 0.315, atom 18 (H): 0.319, atom 19 (C): -1.031, atom 20 (C): -0.816, atom 21 (C): 0.842, atom 22 (C): -0.187, atom 23 (N): -0.136, atom 24 (N): -0.600, atom 25 (H): 0.497, atom 26 (H): 0.228, atom 27 (H): 0.207, atom 28 (H): 0.296, atom 29 (H): 0.395, atom 30 (H): 0.325

Entry 2:
This record from OMol25 describes a gas-phase ion, C12H16N2 (charge +2) at a distorted geometry. The level of theory is ωB97M-V/def2-TZVPD.

```
30
Properties=species:S:1:pos:R:3
C 3.264 1.592 0.079
C 2.196 2.402 0.445
C 3.049 0.260 -0.206
C 0.908 1.870 0.531
C 1.749 -0.312 -0.176
C 0.670 0.549 0.213
C -0.736 -1.215 0.977
C -1.673 0.711 -0.138
C 1.554 -1.633 -0.612
C 2.554 -2.660 -0.701
C -3.900 0.889 -1.228
C -3.093 0.363 -0.038
N -0.665 0.060 0.374
N -1.438 -1.372 2.032
H 4.260 2.003 0.020
H 2.356 3.447 0.671
H 3.881 -0.341 -0.533
H 0.102 2.504 0.872
H -1.420 1.553 -0.778
H 0.557 -1.927 -0.923
H 3.533 -2.402 -0.312
H 2.624 -3.014 -1.740
H 2.181 -3.565 -0.201
H -3.805 1.967 -1.323
H -3.577 0.424 -2.155
H -4.951 0.658 -1.083
H -3.503 0.842 0.862
H -3.241 -0.714 0.082
H -1.486 -2.297 2.453
H -1.952 -0.643 2.534
```

Values from the calculation:
- E_LUMO (alpha / beta): -9.35 / -9.35 eV
- Net charge: +2
- Frontier orbital gap (alpha / beta): 7.36 / 7.36 eV
- HOMO (alpha / beta): -16.719 / -16.718 eV
- DFT total energy: -15664.240 eV

The Mulliken scheme yields these atomic charges, measured in e: atom 1 (C): -0.902, atom 2 (C): -0.692, atom 3 (C): -0.701, atom 4 (C): -0.228, atom 5 (C): 0.830, atom 6 (C): 0.303, atom 7 (C): -0.561, atom 8 (C): 0.117, atom 9 (C): 0.316, atom 10 (C): -1.345, atom 11 (C): -1.485, atom 12 (C): -0.476, atom 13 (N): 0.189, atom 14 (N): -0.054, atom 15 (H): 0.437, atom 16 (H): 0.444, atom 17 (H): 0.356, atom 18 (H): 0.597, atom 19 (H): 0.588, atom 20 (H): 0.562, atom 21 (H): 0.390, atom 22 (H): 0.406, atom 23 (H): 0.367, atom 24 (H): 0.415, atom 25 (H): 0.392, atom 26 (H): 0.388, atom 27 (H): 0.327, atom 28 (H): 0.416, atom 29 (H): 0.330, atom 30 (H): 0.274

Entry 3:
This record from OMol25 describes 2 unconnected molecules or ions with the total composition C12H16N2O at a distorted geometry. The level of theory is ωB97M-V/def2-TZVPD.

```
31
Properties=species:S:1:pos:R:3
C 1.909 2.701 0.188
C -0.420 1.625 -0.427
C 0.856 2.193 -0.753
C -0.932 1.005 -1.585
C 1.014 1.957 -2.087
C -1.136 1.521 0.769
C -2.086 0.216 -1.535
C -2.365 0.882 0.774
C -2.790 0.157 -0.343
N -0.076 1.291 -2.604
H -0.793 1.969 1.696
H 2.236 3.707 -0.096
H 2.789 2.058 0.200
H 1.869 2.192 -2.695
H -0.028 0.833 -3.500
H -2.347 -0.261 -2.474
H -3.025 0.945 1.630
H -3.723 -0.389 -0.370
H 1.472 2.866 1.168
C 0.516 -1.681 0.465
C 1.297 -2.801 -0.198
C -0.279 -2.114 1.673
O -1.477 -2.314 1.684
N 0.494 -2.280 2.798
H 1.116 -0.831 0.778
H -0.211 -1.298 -0.246
H 1.934 -2.414 -1.005
H 0.615 -3.478 -0.717
H 0.122 -2.727 3.617
H 1.491 -2.240 2.672
H 1.957 -3.292 0.523
```

Values from the calculation:
- E_LUMO (alpha / beta): 3.53 / 3.47 eV
- Net charge: -1
- 2S+1: 2
- Frontier orbital gap (alpha / beta): 2.48 / 8.09 eV
- HOMO (alpha / beta): 1.052 / -4.622 eV
- DFT total energy: -17730.888 eV
- <S²>: 0.751

The Mulliken scheme yields these atomic charges, measured in e: atom 1 (C): -2.017, atom 2 (C): -0.234, atom 3 (C): 2.065, atom 4 (C): -0.811, atom 5 (C): -2.243, atom 6 (C): 0.025, atom 7 (C): -1.082, atom 8 (C): -1.029, atom 9 (C): -0.184, atom 10 (N): 0.667, atom 11 (H): 0.315, atom 12 (H): 0.495, atom 13 (H): 0.377, atom 14 (H): 0.513, atom 15 (H): 0.808, atom 16 (H): 0.436, atom 17 (H): 0.452, atom 18 (H): 0.428, atom 19 (H): 0.293, atom 20 (C): 1.039, atom 21 (C): -1.962, atom 22 (C): 0.064, atom 23 (O): -0.509, atom 24 (N): -0.650, atom 25 (H): 0.205, atom 26 (H): -0.574, atom 27 (H): 0.634, atom 28 (H): 0.436, atom 29 (H): 0.311, atom 30 (H): 0.406, atom 31 (H): 0.326

Calculated ΔE to the lowest compared entry with this formula, charge and spin, 104.40 75.55 40.96 kJ/mol (same order as the records).